# 1
{"formula": "C20H25N5O4S2", "method": "ωB97M-V/def2-TZVPD", "species": ["O", "C", "C", "C", "C", "C", "C", "C", "S", "O", "O", "N", "C", "C", "O", "C", "C", "C", "C", "N", "C", "S", "N", "C", "C", "C", "N", "C", "C", "N", "C", "H", "H", "H", "H", "H", "H", "H", "H", "H", "H", "H", "H", "H", "H", "H", "H", "H", "H", "H", "H", "H", "H", "H", "H", "H"], "positions_angstrom": [[-2.4585, -1.4760, 2.8124], [-1.2905, -1.7726, 2.9252], [-0.3245, -1.7893, 1.8147], [-0.5211, -0.9711, 0.7753], [0.3905, -0.7611, -0.3361], [0.4009, 0.4934, -0.9546], [1.2649, 0.7430, -2.0042], [2.1058, -0.2626, -2.4453], [3.1342, 0.0186, -3.8847], [4.2287, -0.9047, -3.8672], [3.3990, 1.4199, -4.0095], [2.1606, -0.4082, -5.1712], [1.8359, -1.8104, -5.2888], [1.2808, -2.0533, -6.6949], [0.1640, -1.2317, -6.9444], [0.4987, 0.1321, -6.8290], [1.0272, 0.4494, -5.4275], [2.1063, -1.5114, -1.8522], [1.2555, -1.7591, -0.7910], [-0.6968, -2.0547, 4.1500], [-1.2503, -1.9227, 5.4123], [-0.8805, -3.0320, 6.5731], [-2.0115, -0.8557, 5.6879], [-2.2275, 0.3067, 4.8652], [-2.1235, 1.6071, 5.6603], [-2.3797, 2.8048, 4.7318], [-1.5686, 2.7408, 3.5460], [-0.2227, 2.9713, 3.4631], [0.1367, 2.6679, 2.1827], [-0.9530, 2.2526, 1.4836], [-1.9500, 2.3030, 2.3227], [0.5661, -2.3906, 1.9200], [-1.4051, -0.3463, 0.7827], [-0.2494, 1.2677, -0.5728], [1.3126, 1.7086, -2.4822], [2.7541, -2.3737, -5.1258], [1.0800, -2.1050, -4.5428], [0.9335, -3.0820, -6.8022], [2.0695, -1.8485, -7.4328], [-0.4166, 0.6896, -7.0333], [1.2667, 0.3937, -7.5707], [1.3752, 1.4797, -5.3623], [0.2272, 0.2785, -4.6892], [2.7879, -2.2616, -2.2209], [1.2415, -2.7340, -0.3282], [0.1257, -2.6445, 4.1385], [-2.4417, -0.8661, 6.6020], [-3.2045, 0.2395, 4.3714], [-1.4601, 0.3166, 4.0904], [-1.1263, 1.6829, 6.0983], [-2.8558, 1.6255, 6.4685], [-3.4271, 2.8091, 4.4191], [-2.1696, 3.7371, 5.2645], [0.3450, 3.3324, 4.2956], [1.1010, 2.7217, 1.7190], [-2.9609, 2.0356, 2.0877]], "atomic_forces_ev_per_a": [[-0.03, 0.00, -0.02], [-0.19, 0.04, 0.04], [-0.07, 0.17, -0.57], [-0.21, -0.26, 0.63], [0.39, 0.06, -0.42], [0.02, -0.18, 0.02], [0.01, 0.12, -0.06], [0.40, 0.13, -0.53], [-0.07, -0.06, -0.25], [-0.24, -0.24, 0.13], [-0.35, 0.06, 0.12], [0.77, 0.31, 0.60], [-0.10, -0.57, -0.22], [0.22, -0.09, 0.25], [-0.20, -0.07, -0.02], [0.11, 0.23, 0.23], [-0.43, 0.34, -0.28], [0.11, -0.16, 0.05], [-0.10, 0.15, -0.02], [0.13, 0.16, -0.14], [-0.16, -0.04, 0.46], [0.14, -0.40, 0.33], [-0.09, 0.03, -0.18], [-0.04, 0.34, -0.14], [0.05, -0.11, -0.31], [-0.23, -0.16, 0.62], [0.11, 0.12, -0.38], [0.30, 0.03, 0.02], [0.10, 0.05, 0.25], [-0.21, -0.14, -0.47], [-0.16, 0.03, -0.01], [0.20, -0.01, -0.02], [-0.07, -0.01, 0.07], [-0.07, 0.05, 0.00], [-0.06, 0.15, 0.00], [-0.11, -0.16, -0.07], [0.05, -0.02, -0.07], [0.12, 0.05, 0.03], [-0.04, -0.06, 0.04], [0.12, 0.04, 0.03], [-0.06, 0.03, 0.03], [-0.18, 0.05, -0.08], [0.03, 0.04, -0.07], [0.05, -0.15, 0.02], [0.00, -0.11, 0.04], [-0.14, 0.11, 0.06], [0.17, -0.16, -0.07], [0.16, 0.04, -0.05], [-0.15, 0.06, 0.08], [-0.01, 0.01, 0.06], [-0.01, 0.04, 0.08], [0.09, 0.08, 0.01], [-0.11, -0.07, -0.13], [0.11, 0.08, 0.20], [0.26, 0.06, -0.01], [-0.30, -0.06, 0.06]], "smiles": "O=C(/C=C/c1ccc(S(=O)(=O)N2CCOCC2)cc1)NC(=S)NCCCn1ccnc1", "e_homo_ev": -8.49, "relative_energy_kcal_mol": 30.5, "gap_ev": 8.009}

=====

# 2
{"formula": "C20H25NO2W", "method": "ωB97M-V/def2-TZVPD", "species": ["W", "C", "C", "C", "H", "C", "C", "H", "H", "H", "H", "C", "C", "C", "H", "C", "C", "H", "H", "H", "H", "O", "C", "C", "C", "C", "C", "H", "H", "H", "H", "H", "H", "H", "H", "H", "H", "O", "N", "C", "C", "C", "C", "C", "H", "H", "H", "H", "H"], "positions_angstrom": [[0.4310, -0.1589, 0.3723], [1.1550, -1.8262, 1.9679], [-0.2951, -1.8292, 1.9926], [-0.7662, -2.2895, 0.7069], [-0.9262, -1.5504, 2.8370], [0.3951, -2.5672, -0.1167], [1.5747, -2.2984, 0.6700], [2.6049, -2.4593, 0.3437], [1.8018, -1.5462, 2.8060], [-1.8189, -2.3667, 0.4078], [0.3703, -2.9480, -1.1435], [1.9170, 1.5641, 1.1003], [2.7396, 0.4325, 0.7486], [2.5904, 0.1848, -0.6656], [3.3833, -0.1190, 1.4384], [1.6969, 1.1823, -1.1963], [1.2766, 2.0424, -0.0968], [0.5829, 2.8853, -0.1763], [1.8104, 2.0010, 2.0932], [3.0757, -0.5969, -1.2558], [1.3909, 1.2883, -2.2489], [-0.6805, -0.2849, -1.2260], [-0.3311, 0.0895, -4.0849], [-1.5688, 0.2833, -3.3292], [0.1443, -1.2696, -4.3551], [0.2939, 1.2379, -4.7635], [-1.3788, 0.7858, -1.8908], [-2.1544, -0.6494, -3.2711], [-2.1917, 1.0523, -3.8016], [-0.7902, 1.7304, -1.8618], [-2.3416, 0.9571, -1.3653], [-0.3531, -1.7183, -5.2403], [-0.0603, -1.9468, -3.5037], [1.2299, -1.3056, -4.5622], [-0.1439, 1.4199, -5.7676], [1.3781, 1.0885, -4.9318], [0.1694, 2.1811, -4.1997], [-0.7895, 1.1160, 1.3739], [-1.0770, 0.8807, 2.7096], [-2.3655, 0.6411, 3.0694], [-2.7019, 0.7114, 4.3735], [-1.6760, 0.5243, 5.3219], [-0.3653, 0.5084, 4.8999], [-0.0736, 0.7047, 3.5586], [-3.0127, 0.1706, 2.3373], [-3.7114, 0.6890, 4.7451], [-1.9052, 0.3863, 6.3666], [0.4750, 0.3520, 5.5619], [0.9915, 0.6393, 3.2522]], "atomic_forces_ev_per_a": [[1.16, 0.11, 1.51], [-0.82, -0.63, -0.40], [0.81, -0.67, -1.04], [1.11, 0.31, 0.81], [0.32, -0.10, -0.37], [0.26, 0.68, 0.58], [-0.35, -1.19, 0.69], [-0.48, 0.14, 0.18], [-0.38, -0.14, -0.44], [0.69, 0.21, 0.09], [0.04, 0.33, 0.53], [0.00, -0.75, -0.32], [0.54, 0.24, -0.98], [0.44, 1.31, 0.14], [-0.33, 0.18, -0.37], [0.70, 0.08, 0.94], [0.38, -1.34, -0.88], [0.25, -0.56, 0.12], [0.10, -0.10, -0.50], [-0.27, 0.32, 0.32], [0.12, -0.26, 0.81], [-2.31, 1.74, -2.45], [0.26, 0.07, 0.07], [-1.17, 0.58, 0.52], [0.48, -0.99, 0.01], [0.51, 0.62, -0.31], [0.66, -1.62, 1.27], [0.16, 0.26, -0.01], [-0.20, -0.02, -0.37], [-0.32, -0.36, -0.11], [0.19, 0.18, -0.45], [0.07, 0.05, 0.11], [0.07, 0.35, -0.31], [-0.35, 0.04, 0.07], [0.04, -0.01, 0.16], [-0.40, 0.04, 0.11], [0.01, -0.33, -0.17], [-2.26, 0.83, 0.28], [1.00, 0.06, -2.28], [-1.60, 0.05, -0.86], [0.58, -1.10, 1.36], [-1.36, 0.84, 1.23], [1.69, 0.15, -1.62], [2.06, -0.34, 2.99], [-0.09, 0.75, -0.34], [-0.40, -0.32, -0.35], [-0.16, 0.18, 0.15], [-0.07, -0.07, 0.14], [-1.36, 0.18, -0.24]], "e_homo_ev": [-0.88, -1.55], "s2": 3.78, "multiplicity": 4, "gap_ev": [3.970, 4.542], "charge": -1}

=====

# 3
{"formula": "C20H25NO4S", "method": "ωB97M-V/def2-TZVPD", "species": ["C", "C", "C", "C", "C", "C", "C", "S", "O", "O", "C", "C", "C", "C", "C", "C", "O", "N", "C", "C", "C", "C", "C", "C", "C", "O", "H", "H", "H", "H", "H", "H", "H", "H", "H", "H", "H", "H", "H", "H", "H", "H", "H", "H", "H", "H", "H", "H", "H", "H", "H"], "positions_angstrom": [[3.7385, 1.5640, 0.1941], [2.8814, 1.1399, -0.9569], [1.6541, 1.7743, -1.1530], [0.8186, 1.4340, -2.1984], [1.1968, 0.4492, -3.0972], [2.4050, -0.1949, -2.9188], [3.2321, 0.1470, -1.8612], [4.6575, -0.9461, -1.7092], [5.6732, -0.4293, -0.8292], [5.0778, -1.3488, -3.0232], [3.9295, -2.4517, -0.8776], [2.9394, -1.9844, 0.0973], [3.0530, -1.6145, 1.4126], [1.8004, -1.0823, 1.7796], [1.0037, -1.1572, 0.6620], [-0.3744, -0.7146, 0.3542], [-0.8893, -0.9213, -0.7272], [-0.9706, -0.0449, 1.3690], [-2.3221, 0.4958, 1.3056], [-2.4267, 1.5369, 0.1871], [-3.8251, 2.1414, 0.1457], [-4.8631, 1.0439, -0.0587], [-4.7608, 0.0068, 1.0542], [-3.3652, -0.6159, 1.1084], [-3.2785, -1.6521, 2.2262], [1.7012, -1.7158, -0.3486], [4.6497, 0.9798, 0.2454], [3.1882, 1.4599, 1.1285], [4.0034, 2.6148, 0.0810], [1.3577, 2.5458, -0.4564], [-0.1309, 1.9341, -2.3122], [0.5483, 0.1754, -3.9136], [2.7355, -0.9689, -3.5930], [4.7655, -2.9689, -0.4194], [3.4806, -3.0383, -1.6729], [3.9224, -1.7094, 2.0294], [1.5409, -0.7037, 2.7481], [-0.4711, 0.0485, 2.2357], [-2.5069, 0.9843, 2.2694], [-1.6783, 2.3161, 0.3499], [-2.2073, 1.0440, -0.7599], [-3.8860, 2.8712, -0.6636], [-4.0273, 2.6645, 1.0840], [-5.8660, 1.4752, -0.0733], [-4.6895, 0.5589, -1.0210], [-4.9814, 0.4807, 2.0147], [-5.4997, -0.7809, 0.8952], [-3.1533, -1.1044, 0.1539], [-2.3000, -2.1268, 2.2379], [-3.4519, -1.1866, 3.1955], [-4.0290, -2.4249, 2.0798]], "atomic_forces_ev_per_a": [[0.11, 0.08, 0.15], [0.02, 0.10, 0.18], [0.08, -0.08, -0.04], [0.04, 0.00, 0.00], [0.10, -0.07, 0.00], [-0.14, 0.01, -0.31], [0.51, -0.40, 0.00], [0.21, -0.51, 0.05], [-0.21, 0.09, 0.21], [-0.28, -0.07, -0.21], [0.00, 0.94, -0.63], [0.18, 0.07, 1.14], [0.06, -0.31, -0.66], [-0.56, -0.02, -0.54], [0.49, 0.04, 0.65], [0.05, 0.06, 0.08], [-0.04, -0.14, -0.15], [0.11, 0.08, 0.30], [-0.10, -0.14, -0.61], [-0.12, 0.18, 0.25], [0.06, -0.14, -0.23], [-0.10, 0.16, 0.28], [0.14, -0.07, -0.36], [-0.12, 0.01, 0.46], [0.05, 0.10, -0.31], [-0.37, -0.16, -0.19], [-0.04, 0.15, 0.16], [-0.04, 0.01, 0.05], [0.04, 0.07, 0.02], [-0.02, 0.09, 0.07], [-0.11, 0.05, 0.00], [-0.05, -0.05, -0.09], [-0.08, -0.08, -0.15], [0.10, 0.02, -0.01], [-0.01, -0.10, -0.06], [0.25, -0.02, 0.09], [-0.12, 0.11, 0.17], [0.04, -0.02, -0.07], [0.01, -0.05, -0.02], [0.07, -0.01, -0.02], [0.04, 0.02, -0.02], [-0.01, 0.08, 0.05], [-0.04, 0.09, 0.03], [-0.03, -0.02, -0.09], [-0.04, -0.02, -0.09], [-0.06, 0.01, 0.11], [-0.04, -0.03, 0.09], [-0.01, 0.06, -0.01], [0.06, -0.10, 0.07], [-0.03, 0.04, 0.15], [-0.07, -0.11, 0.04]], "smiles": "Cc1ccccc1S(=O)(=O)Cc1ccc(C(=O)N[C@H]2CCCC[C@@H]2C)o1", "e_homo_ev": -8.91, "relative_energy_kcal_mol": 20.6, "gap_ev": 9.373}

=====

# 4
{"formula": "C20H26B2F2N10OS2W", "method": "ωB97M-V/def2-TZVPD", "species": ["W", "C", "C", "N", "N", "C", "B", "N", "C", "C", "C", "N", "N", "C", "C", "C", "N", "N", "C", "C", "C", "N", "H", "H", "H", "H", "H", "H", "H", "H", "H", "H", "H", "H", "C", "C", "C", "C", "N", "C", "S", "N", "C", "H", "H", "H", "H", "H", "H", "H", "H", "F", "B", "F", "C", "S", "C", "O", "H", "H", "H", "H", "H", "H"], "positions_angstrom": [[0.3574, -0.2672, -0.4408], [4.2617, 0.0515, 1.4829], [3.4397, -0.5072, 0.5233], [2.2008, 0.0162, 0.6143], [2.2235, 0.9046, 1.6411], [3.4504, 0.9453, 2.1671], [0.9863, 1.7786, 2.0518], [0.5586, 2.5745, 0.7810], [0.4345, 3.8766, 0.5300], [-0.0127, 4.0435, -0.7776], [-0.1404, 2.7675, -1.2723], [0.2036, 1.8620, -0.3297], [-0.2033, 0.8166, 2.3553], [-1.1139, 0.8296, 3.3282], [-2.0240, -0.1995, 3.1124], [-1.6035, -0.7998, 1.9465], [-0.4943, -0.1816, 1.4819], [1.3336, 2.6148, 3.2241], [1.4803, 2.2305, 4.5321], [2.1544, 3.2199, 5.1846], [2.4161, 4.1876, 4.1898], [1.9419, 3.8207, 3.0185], [5.3040, -0.1496, 1.6556], [3.6865, -1.2370, -0.2294], [3.6750, 1.6062, 2.9893], [0.6940, 4.5963, 1.2877], [-0.2132, 4.9708, -1.2842], [-0.4782, 2.4554, -2.2454], [-1.0801, 1.5729, 4.1077], [-2.8724, -0.4594, 3.7207], [-2.0291, -1.6369, 1.4159], [1.1153, 1.2845, 4.8974], [2.4186, 3.2565, 6.2269], [2.9261, 5.1321, 4.2920], [-1.5679, -0.0250, -6.5037], [-0.8749, -0.0285, -5.1917], [0.4696, 0.2066, -5.0089], [1.0064, 0.2170, -3.7227], [0.2058, -0.0042, -2.6618], [-1.1099, -0.2463, -2.8316], [-1.9763, -0.5097, -1.3970], [-1.6265, -0.2524, -4.0776], [2.4487, 0.4722, -3.4688], [-0.8708, -0.2452, -7.3083], [-1.9863, 0.9695, -6.6866], [-2.3877, -0.7430, -6.5293], [1.1044, 0.3890, -5.8638], [-2.6219, -0.4301, -4.1781], [3.0215, -0.4321, -3.6934], [2.6230, 0.7572, -2.4311], [2.8240, 1.2555, -4.1263], [-0.1445, -3.4046, -1.6334], [0.5843, -2.8057, -0.6993], [1.5511, -1.9528, -1.1809], [1.5853, -5.9186, -0.4352], [0.5399, -5.0544, 0.7074], [1.3789, -5.3192, 2.2411], [0.9099, -3.4989, 0.4834], [1.4859, -6.9791, -0.1900], [2.6184, -5.5934, -0.3198], [1.2018, -5.7545, -1.4406], [1.2239, -6.3681, 2.5021], [0.9017, -4.6891, 2.9896], [2.4366, -5.0892, 2.1286]], "atomic_forces_ev_per_a": [[-0.06, 1.39, -0.04], [-0.03, 0.01, 0.00], [0.07, 0.09, -0.02], [-0.08, 0.00, -0.17], [-0.09, -0.03, -0.03], [0.03, -0.02, 0.03], [0.00, 0.03, -0.12], [0.05, -0.10, 0.04], [0.00, 0.04, -0.04], [0.01, -0.01, 0.02], [-0.11, 0.00, 0.04], [-0.13, -0.32, 0.06], [0.17, -0.10, 0.02], [-0.08, 0.02, 0.01], [-0.01, 0.02, 0.03], [0.08, 0.03, 0.00], [0.01, -0.23, 0.05], [0.00, 0.07, 0.09], [0.04, 0.00, -0.03], [0.02, 0.00, 0.04], [-0.02, 0.01, -0.03], [-0.01, -0.04, -0.01], [0.00, 0.00, 0.01], [-0.04, -0.01, -0.01], [-0.01, 0.01, 0.00], [0.01, 0.00, 0.02], [0.00, 0.01, 0.01], [0.00, -0.01, 0.01], [0.01, 0.00, 0.00], [0.00, 0.01, 0.01], [-0.01, 0.01, -0.02], [-0.01, 0.00, 0.00], [0.00, -0.01, 0.00], [0.00, 0.00, -0.01], [-0.01, 0.00, -0.03], [0.00, 0.00, 0.02], [0.01, 0.01, -0.04], [-0.01, 0.11, 0.04], [0.21, -0.27, -0.07], [0.09, 0.03, 0.04], [0.12, -0.05, -0.13], [-0.02, 0.03, 0.00], [-0.01, -0.01, 0.02], [0.01, 0.00, 0.01], [0.00, 0.00, 0.01], [0.01, -0.01, 0.00], [-0.01, 0.00, -0.01], [0.00, 0.00, 0.00], [0.00, 0.00, 0.01], [0.01, 0.00, -0.01], [-0.01, 0.00, -0.01], [-0.14, 0.15, 0.16], [-0.32, -1.48, 0.16], [0.24, 0.41, 0.08], [0.10, 0.00, -0.03], [-0.40, -0.28, 0.05], [0.05, 0.06, 0.10], [0.27, 0.49, -0.30], [-0.02, 0.00, 0.02], [0.00, -0.01, -0.02], [0.00, 0.00, 0.00], [0.00, -0.02, -0.03], [0.00, 0.00, 0.00], [0.00, 0.00, 0.03]], "e_homo_ev": [-15.89, -15.90], "relative_energy_kcal_mol": 19.6, "s2": 3.77, "multiplicity": 4, "gap_ev": [6.700, 5.964], "charge": 3}

=====

| no. | energy (Ha) |
| --- | --- |
| 1 | -2148.234723 |
| 2 | -1049.165184 |
| 3 | -1531.022016 |
| 4 | -2512.758089 |